Below is the ion C7H11N4S2 with charge +1 at a distorted geometry, with properties calculated with ωB97M-V/def2-TZVPD.

Summary:
Strongest force on any atom: 7.37 eV/Å
SMILES: CC(C)/[NH+]=C1\NSc2scnc2N1
Electronic energy: -1288.38902 hartree
HOMO level (spin up / spin down): -11.01 / -11.00 eV
Energy relative to the best compared isomer or geometry (same formula, charge and spin): 42.6 kcal/mol

Geometry as ORCA input:
```
! RIJCOSX wB97M-V def2-TZVPD def2/J DEFGRID3
* xyz 1 1
N -0.6642 -1.4573 -0.4504
H 0.3774 -5.7948 -0.9714
H -1.1067 4.0971 -0.0153
C -0.3543 2.1000 0.3441
C 0.8474 2.5664 -0.4650
N 0.9957 -0.3240 0.8151
H 1.2047 0.5968 1.1791
H 1.7441 1.9268 -0.2367
H 1.2524 3.6843 -0.3857
H 0.8162 2.4622 -1.6296
S 1.8149 -1.6205 1.8134
C -0.0707 -2.7159 -0.3073
N -0.7070 0.7822 -0.1897
H -0.2324 1.9756 1.3676
C -1.4871 3.1039 0.1101
S 1.6834 -4.5139 0.7493
C 1.2314 -2.9068 0.8762
N -0.1952 -3.8525 -0.9229
H -1.5884 -1.4681 -0.7103
C -0.1134 -0.3477 0.0620
H -2.0204 2.7605 -0.7472
C 0.4431 -4.8699 -0.4624
H -2.3135 3.0507 0.9387
H -1.5574 0.7650 -0.7618
*
```